Record 1
An isolated molecule of C6H12 in a non-equilibrium geometry. Source: the Open Molecules 2025 dataset; level of theory: the ωB97M-V functional and the def2-TZVPD basis.

Summary:
Multiplicity   1
ΔE to the lowest compared entry with this formula, charge and spin   104.4 kJ/mol
Kohn-Sham gap   11.4 eV
E_HOMO   -10.4 eV
Net charge   0
E_tot   -6415.858 eV

Geometry as XYZ:
```
18
C6H12 (the ωB97M-V functional and the def2-TZVPD basis)
C -1.25 1.16 -0.62
H -1.93 -0.83 1.16
H -2.00 1.51 0.11
H 2.78 0.17 0.36
C 0.75 0.54 1.00
H -0.68 2.02 -0.97
H -1.76 -1.53 -0.46
C -1.20 -1.12 0.40
H -1.81 0.76 -1.48
H 1.03 0.42 -1.74
C -0.34 0.07 -0.03
H -0.59 -1.94 0.81
H 0.93 1.61 0.84
H 0.74 -1.31 -1.47
H 0.81 0.37 2.08
H 1.88 -1.29 0.69
C 0.85 -0.34 -0.96
C 1.79 -0.29 0.27
```

natural (NBO) atomic charge list, values in e, 5 entries: -0.605, 0.209, 0.208, 0.206, -0.405



Record 2
A cluster of 2 separate species, CH7N2O2 in total in a non-equilibrium geometry. Source: the Open Molecules 2025 dataset; level of theory: the ωB97M-V functional and the def2-TZVPD basis.

Summary:
Multiplicity   1
ΔE to the lowest compared entry with this formula, charge and spin   152.6 kJ/mol
Kohn-Sham gap   12.3 eV
E_HOMO   -15.8 eV
Net charge   +1
E_tot   -8218.924 eV

Geometry as XYZ:
```
12
CH7N2O2 (the ωB97M-V functional and the def2-TZVPD basis)
N -1.45 0.70 0.87
H 2.97 -0.72 -0.25
H -0.75 1.10 1.52
H -2.51 0.98 1.01
H 2.36 0.79 -0.91
N 2.27 0.02 -0.26
O -0.12 -0.69 -0.49
O -2.51 -0.77 -0.52
C -1.41 -0.17 -0.08
H 2.47 0.54 0.61
H 0.95 -0.37 -0.21
H -2.27 -1.41 -1.29
```

natural (NBO) atomic charge list, values in e, 5 entries: -0.763, 0.425, 0.467, 0.447, 0.414



Record 3
The ion C5H7N2S with charge -1 in a non-equilibrium geometry. Source: the Open Molecules 2025 dataset; level of theory: the ωB97M-V functional and the def2-TZVPD basis.

Summary:
Multiplicity   1
ΔE to the lowest compared entry with this formula, charge and spin   124.3 kJ/mol
Kohn-Sham gap   5.6 eV
E_HOMO   -2.0 eV
Net charge   -1
E_tot   -19112.612 eV

Geometry as XYZ:
```
15
C5H7N2S (the ωB97M-V functional and the def2-TZVPD basis)
N 1.50 0.90 -0.10
H -1.92 -1.23 -0.81
N 0.76 -1.84 0.06
C -0.77 1.70 -0.12
H -1.64 1.43 -0.69
C 2.54 0.22 -0.15
H -0.17 2.30 -0.65
C -1.58 -1.22 0.17
H 1.65 -1.40 -0.19
C 0.22 0.53 -0.05
S 4.12 0.07 0.02
H -1.70 -2.31 0.58
H -0.93 2.18 0.93
H -2.02 -0.49 0.96
C -0.05 -0.84 0.03
```

natural (NBO) atomic charge list, values in e, 5 entries: -0.400, 0.202, -0.769, -0.613, 0.198



> What is the E_HOMO in the third record?

-2.0 eV



> Among the records above, which one has the highest net charge?

CH7N2O2